Entry 1:
The following is a DFT calculation (the ωB97M-V functional and the def2-TZVPD basis) of the molecule C6H7N at a distorted geometry.

Geometry as XYZ:
```
14
Properties=species:S:1:pos:R:3:forces:R:3:mulliken_charge:R:1
N 0.899 -1.372 -2.669 0.0 0.5 1.0 -0.418
C 0.892 -0.865 -1.628 0.0 -0.4 -0.9 -0.132
C 0.855 -0.229 -0.307 0.1 0.0 0.0 0.480
C -0.011 -1.060 0.690 0.0 -0.1 0.0 -0.821
C -1.137 -0.126 1.047 0.0 0.2 -0.1 -0.320
C -1.015 1.071 0.482 -0.1 -0.2 0.1 -0.322
C 0.217 1.194 -0.376 0.0 0.0 0.0 -0.821
H 1.888 -0.167 0.047 -0.1 0.0 -0.1 0.298
H -0.376 -1.986 0.230 0.1 0.1 0.1 0.354
H 0.569 -1.355 1.574 -0.1 0.1 -0.1 0.283
H -1.952 -0.431 1.698 0.1 0.1 -0.1 0.391
H -1.715 1.893 0.606 0.1 -0.1 0.0 0.391
H -0.021 1.479 -1.407 0.0 0.0 0.2 0.355
H 0.906 1.955 0.014 -0.1 -0.1 -0.1 0.282
```
Forces are in eV/Å.

* largest force on an atom: 1.1 eV Å⁻¹
* electronic energy: -287.55563 hartree
* molar mass: 93.1 g/mol
* multiplicity: 1
* charge: 0
* HOMO level: -0.3582 Eh

Entry 2:
The following is a DFT calculation (the ωB97M-V functional and the def2-TZVPD basis) of a structure of composition C12H32FLiO4Zn at a distorted geometry.

Geometry as XYZ:
```
51
Properties=species:S:1:pos:R:3:forces:R:3:mulliken_spin:R:1
Li -1.411 0.914 -1.230 0.1 0.5 0.3 0.000
Zn 0.309 -2.166 -1.423 -0.5 1.1 2.1 0.000
F 0.310 -0.252 -0.977 -0.1 -2.0 -0.6 0.001
C 3.266 2.358 1.417 -0.3 1.6 0.3 0.175
C 2.827 0.901 1.465 0.2 -0.4 -1.2 0.057
C 3.223 0.118 2.705 0.6 -2.0 3.0 0.194
O 1.448 0.815 1.419 1.0 0.5 0.3 0.552
H 2.806 3.043 2.130 0.5 -0.4 0.9 0.003
H 2.854 2.855 0.539 0.2 -0.7 -0.8 0.013
H 4.356 2.348 1.425 0.0 0.1 0.3 0.016
H 3.263 0.351 0.631 0.0 0.1 -0.2 -0.008
H 4.271 -0.093 2.914 0.7 1.0 -1.0 0.015
H 2.880 -0.910 2.585 -0.6 0.1 -0.3 -0.005
H 2.901 0.403 3.707 -0.6 0.7 -0.4 -0.003
H 1.301 0.259 0.651 -0.9 -0.6 -1.0 -0.033
C -0.365 -2.308 1.958 -0.1 -2.0 0.6 0.002
C -0.417 -3.775 1.364 0.7 2.5 4.8 0.001
C -1.609 -4.614 1.813 -0.4 1.3 -0.2 0.000
O -0.446 -3.453 0.014 0.3 -0.5 -4.9 0.000
H -1.317 -1.814 1.768 0.0 0.1 0.2 0.000
H 0.447 -1.753 1.489 0.2 0.0 -0.1 -0.001
H -0.126 -2.406 3.017 -0.3 0.4 0.1 -0.001
H 0.501 -4.298 1.633 0.2 0.0 -0.4 0.000
H -1.412 -5.143 2.745 0.4 -0.4 -0.4 0.000
H -1.956 -5.241 0.992 0.0 -0.4 0.3 0.000
H -2.414 -3.931 2.084 -0.3 0.0 -0.3 0.000
H -0.451 -4.344 -0.344 -0.3 -0.6 -1.2 0.000
C 0.026 2.614 -5.426 1.1 0.6 0.4 0.000
C -0.477 1.225 -5.265 0.0 0.1 -2.3 0.000
C 0.343 0.158 -6.036 0.2 -0.2 1.0 0.000
O -0.591 0.958 -3.855 -0.1 -0.8 0.7 0.000
H -0.545 3.331 -4.836 -0.2 0.0 -0.2 0.000
H 0.080 2.919 -6.472 -0.3 0.0 0.1 0.000
H 1.046 2.665 -5.044 0.2 0.1 0.0 0.000
H -1.442 1.204 -5.773 -0.5 -0.2 0.6 0.000
H -0.250 -0.747 -6.162 -0.1 -0.1 -0.2 0.000
H 1.252 -0.134 -5.510 0.2 0.1 0.4 0.000
H 0.741 0.447 -7.009 -0.6 0.4 0.0 0.000
H -0.521 0.002 -3.813 0.0 -0.2 0.0 0.000
C -3.403 1.568 2.104 -0.9 -0.7 -0.2 0.000
C -1.928 1.788 2.023 0.2 -1.0 2.5 0.000
C -1.235 1.288 3.349 0.3 1.6 -1.4 0.001
O -1.397 1.025 0.933 0.3 -0.6 -2.0 0.009
H -3.831 1.802 1.129 -0.6 0.6 0.3 0.000
H -3.854 2.024 2.985 0.1 1.1 -0.5 0.000
H -3.784 0.571 2.326 0.9 -0.7 -0.3 0.000
H -1.742 2.847 1.842 0.2 0.0 0.1 -0.001
H -1.623 1.928 4.141 -0.2 -0.6 0.3 0.000
H -0.179 1.554 3.301 0.2 0.1 0.0 -0.001
H -1.266 0.210 3.504 -0.7 0.2 0.1 0.000
H -0.457 0.890 1.070 -0.4 0.3 0.4 0.012
```
Forces are in eV/Å.

* largest force on an atom: 5.5 eV Å⁻¹
* electronic energy: -2662.91077 hartree
* molar mass: 331.7 g/mol
* multiplicity: 2
* charge: +3
* HOMO level (spin up / spin down): -0.6605 / -0.6605 Eh
* <S²>: 0.754

Entry 3:
The following is a DFT calculation (the ωB97M-V functional and the def2-TZVPD basis) of a cluster of 13 separate species, C8H22B2O27 in total at a distorted geometry.

Geometry as XYZ:
```
59
Properties=species:S:1:pos:R:3:forces:R:3:mulliken_charge:R:1
O -4.255 0.137 0.030 -0.1 -0.5 0.4 -0.803
C -3.078 -0.072 0.149 0.1 1.1 -0.5 0.296
O -2.215 0.011 -0.849 -0.3 -0.5 0.4 -0.884
B -0.843 -0.101 -0.323 0.6 0.0 -1.9 1.487
O -1.008 -0.378 1.094 0.7 0.0 0.8 -0.513
C -2.261 -0.276 1.469 -0.9 -0.2 -1.2 0.758
O -2.754 -0.348 2.554 0.4 -0.2 0.3 -0.682
O -0.142 1.147 -0.663 -0.7 0.9 0.9 0.178
C 0.944 0.968 -1.363 0.0 -0.5 -0.1 0.711
O 1.743 1.772 -1.733 0.1 0.4 0.1 -0.648
C 1.002 -0.523 -1.646 0.3 -1.4 0.2 0.214
O -0.043 -1.133 -1.091 -0.5 0.9 0.9 -0.402
O 1.884 -1.097 -2.220 0.0 0.1 -0.2 -0.634
O 0.223 2.306 4.938 -0.2 0.0 0.8 -0.624
C 0.765 1.944 3.943 -0.4 0.6 -0.4 0.313
O 1.769 1.124 3.814 0.7 -0.4 0.3 -0.634
B 2.136 0.994 2.405 0.1 -0.6 -0.5 1.296
O 1.236 1.905 1.665 0.3 -0.2 0.6 -0.186
C 0.392 2.448 2.540 0.2 -0.3 -0.7 0.737
O -0.492 3.195 2.254 -0.4 0.3 0.0 -0.644
O 3.552 1.295 2.124 0.1 0.5 0.4 -0.650
C 4.188 0.240 1.647 -0.5 -0.1 -0.5 0.392
O 5.323 0.164 1.284 0.1 0.1 0.4 -0.599
C 3.123 -0.873 1.506 0.0 -0.2 0.2 0.685
O 1.969 -0.433 1.988 0.2 0.5 -0.3 -0.422
O 3.324 -1.944 1.021 0.0 -0.4 -0.2 -0.643
O 2.788 -1.346 -4.830 -0.2 0.0 -0.1 -0.682
H 2.076 -1.298 -4.170 0.5 0.0 -0.2 0.368
H 3.456 -0.745 -4.482 -0.1 0.0 0.1 0.329
O -1.969 -0.863 5.367 0.0 0.0 -0.2 -0.642
H -1.912 -0.847 4.396 0.0 0.1 0.3 0.390
H -2.640 -1.522 5.561 0.1 -0.1 0.0 0.276
O -6.962 1.042 -0.246 0.0 -0.2 -0.1 -0.667
H -6.638 1.886 0.082 0.1 -0.1 0.0 0.281
H -6.166 0.485 -0.284 -0.2 0.3 0.1 0.523
O -0.599 -3.357 1.001 -0.1 -0.1 -0.1 -0.691
H -0.200 -2.479 0.922 0.1 -0.2 0.1 0.299
H -1.547 -3.195 0.974 0.1 0.0 0.1 0.282
O -3.379 1.466 -3.509 -0.2 0.1 -0.1 -0.613
H -3.739 0.590 -3.331 0.1 0.0 0.1 0.314
H -3.370 1.896 -2.647 0.1 -0.1 0.0 0.303
O -0.154 4.141 -0.844 0.1 0.2 -0.2 -0.686
H 0.717 4.188 -0.430 -0.2 -0.1 0.2 0.365
H -0.539 3.332 -0.482 0.2 0.0 0.1 0.241
O 1.641 4.297 -3.292 0.1 0.2 0.0 -0.650
H 1.181 3.909 -2.530 -0.1 -0.1 -0.1 0.429
H 1.425 5.233 -3.251 -0.1 -0.1 0.0 0.268
O -3.145 -3.340 3.822 -0.3 0.0 0.1 -0.621
H -3.393 -3.655 2.947 0.0 0.0 0.0 0.285
H -3.583 -2.483 3.898 0.1 0.0 -0.2 0.309
O 3.819 -4.183 -3.496 0.0 -0.1 0.1 -0.673
H 3.256 -3.466 -3.171 0.1 -0.1 -0.1 0.373
H 4.575 -3.730 -3.880 -0.1 0.1 0.0 0.304
O -1.629 -3.379 -2.391 -0.4 -0.1 0.0 -0.671
H -1.579 -2.797 -1.624 0.3 0.0 -0.1 0.343
H -1.573 -4.269 -2.028 0.1 0.1 0.0 0.278
O 4.769 0.558 -1.700 0.1 0.2 -0.2 -0.647
H 4.390 1.445 -1.676 -0.1 -0.2 0.0 0.352
H 4.143 0.015 -1.210 0.0 -0.1 -0.1 0.232
```
Forces are in eV/Å.

* largest force on an atom: 2.0 eV Å⁻¹
* electronic energy: -2399.88605 hartree
* molar mass: 571.9 g/mol
* multiplicity: 1
* charge: -2
* HOMO level: -0.1986 Eh

Entry 4:
The following is a DFT calculation (the ωB97M-V functional and the def2-TZVPD basis) of the ion C2H5N2 with charge +1 at a distorted geometry.

Geometry as XYZ:
```
9
Properties=species:S:1:pos:R:3:forces:R:3:mulliken_charge:R:1
C 2.590 -0.163 0.026 -9.6 2.5 0.9 0.125
C -0.820 -0.134 -0.284 -1.5 -3.0 -3.4 -0.717
N 1.416 0.269 0.214 9.8 -3.4 -1.6 -0.079
N 0.243 0.704 0.021 0.0 4.5 2.5 -0.003
H 3.369 -0.923 -0.023 0.1 0.6 0.5 0.417
H -0.427 -1.167 -0.179 -0.9 0.4 0.1 0.318
H -1.796 0.040 0.185 0.8 0.1 0.6 0.302
H -1.024 0.006 -1.391 0.1 -0.3 1.0 0.292
H -0.050 1.627 0.473 1.3 -1.5 -0.6 0.346
```
Forces are in eV/Å.

* largest force on an atom: 10.5 eV Å⁻¹
* electronic energy: -188.30194 hartree
* molar mass: 57.1 g/mol
* multiplicity: 1
* charge: +1
* HOMO level: -0.5578 Eh

Entry 5:
The following is a DFT calculation (the ωB97M-V functional and the def2-TZVPD basis) of a structure of composition C4H10N2O2 at a distorted geometry.

Geometry as XYZ:
```
18
Properties=species:S:1:pos:R:3:forces:R:3:mulliken_charge:R:1
C -2.054 -0.463 -0.007 0.3 -1.4 -0.5 -0.792
N -2.547 0.908 1.102 0.5 1.7 -0.9 -0.654
C -0.527 -0.605 -0.235 0.7 -0.1 3.1 0.411
C -0.006 -1.145 -1.517 -2.1 -0.2 0.4 -0.748
N 0.114 0.692 0.052 -0.5 1.4 -1.4 -0.544
C 1.547 0.580 0.256 -0.6 -1.7 1.0 0.160
O 1.872 0.060 1.383 0.8 0.4 -0.9 -0.616
O 2.050 -0.058 -0.970 0.5 1.1 1.3 -0.468
H -2.390 -0.692 1.015 0.8 -1.4 -0.5 0.394
H -2.626 -1.048 -0.721 -0.6 0.6 -0.1 0.395
H -2.209 0.733 -0.195 -0.7 0.8 1.1 0.337
H -3.558 1.019 0.968 -0.1 -0.3 -0.5 0.217
H -0.207 -1.257 0.606 0.2 -0.3 -0.6 0.220
H 1.181 -0.431 -1.374 -0.2 -0.5 -0.9 0.303
H 0.043 -2.227 -1.640 0.7 0.3 0.2 0.328
H -0.409 -0.622 -2.372 0.2 0.2 -0.5 0.384
H -0.271 1.252 0.803 -0.4 -0.5 0.1 0.323
H 1.838 1.658 0.111 0.5 -0.1 -0.1 0.348
```
Forces are in eV/Å.

* largest force on an atom: 3.2 eV Å⁻¹
* electronic energy: -417.98111 hartree
* molar mass: 118.1 g/mol
* multiplicity: 1
* charge: 0
* HOMO level: -0.3265 Eh

Entry 6:
The following is a DFT calculation (the ωB97M-V functional and the def2-TZVPD basis) of a structure of composition C3H5N2O at a distorted geometry.

Geometry as XYZ:
```
11
Properties=species:S:1:pos:R:3:forces:R:3:mulliken_charge:R:1
C 0.804 0.623 0.063 0.0 4.1 -0.4 0.633
C -1.511 0.338 0.023 -1.8 0.0 -2.5 -1.118
C -0.232 -0.385 -0.155 2.0 -0.2 0.9 -0.237
N 3.217 -1.145 0.083 0.0 0.1 0.0 -0.139
N 2.349 -0.490 0.022 1.8 -1.1 0.0 0.259
O 1.140 1.713 0.264 -0.9 -3.4 -0.4 -0.178
H -1.553 1.211 0.630 0.2 0.3 0.9 0.402
H -1.966 0.629 -0.968 0.5 -0.4 1.0 0.325
H -1.993 -0.521 0.403 -2.1 -0.1 0.7 0.327
H -0.179 -0.934 -1.138 0.5 0.5 1.2 0.384
H -0.077 -1.040 0.774 0.0 0.3 -1.5 0.342
```
Forces are in eV/Å.

* largest force on an atom: 4.1 eV Å⁻¹
* electronic energy: -301.74406 hartree
* molar mass: 85.1 g/mol
* multiplicity: 1
* charge: +1
* HOMO level: -0.6509 Eh